Computed, not measured: a structure of composition C47H61N8O2S2SbSi3Y, with ωB97M-V with the def2-TZVPD basis set.

Positions of all 125 atoms, in Å:
Y: 0.629 1.641 0.427
C: -1.436 4.650 -0.575
C: -2.092 4.539 0.809
C: -1.233 4.923 1.982
C: -1.215 6.211 2.496
C: -0.464 6.473 3.633
C: 0.203 5.427 4.243
C: 0.136 4.174 3.649
N: -0.529 3.926 2.525
N: -1.557 3.393 -1.335
C: -2.986 3.111 -1.544
C: -3.264 1.754 -2.136
C: -3.530 1.567 -3.488
C: -3.778 0.281 -3.947
C: -3.760 -0.767 -3.043
C: -3.505 -0.480 -1.708
N: -3.267 0.747 -1.265
C: -0.946 3.549 -2.647
C: 0.549 3.648 -2.678
C: 1.161 4.561 -3.525
C: 2.533 4.506 -3.704
C: 3.249 3.540 -3.027
C: 2.565 2.705 -2.160
N: 1.245 2.746 -1.981
H: -1.904 5.465 -1.155
H: -0.374 4.889 -0.484
H: -3.014 5.127 0.836
H: -2.355 3.495 0.978
H: -1.787 6.992 2.012
H: -0.413 7.474 4.040
H: 0.793 5.569 5.137
H: 0.649 3.327 4.087
H: -3.492 3.149 -0.582
H: -3.421 3.899 -2.185
H: -3.537 2.414 -4.162
H: -3.978 0.102 -4.996
H: -3.938 -1.787 -3.355
H: -3.482 -1.262 -0.957
H: -1.198 2.666 -3.241
H: -1.373 4.422 -3.173
H: 0.556 5.294 -4.041
H: 3.029 5.208 -4.361
H: 4.320 3.445 -3.124
H: 3.102 1.967 -1.585
S: 2.436 1.669 2.498
C: 2.881 3.324 2.810
C: 3.442 3.578 4.104
N: 3.852 3.787 5.160
C: 2.693 4.356 1.946
S: 1.978 4.171 0.388
C: 3.098 5.679 2.329
N: 3.398 6.754 2.614
C: 0.975 -3.370 -2.070
Sb: -0.072 -2.045 -0.705
C: 1.539 -0.406 -0.701
C: 1.419 -0.161 -2.161
C: 0.188 0.157 -2.788
C: 0.124 0.362 -4.149
C: 1.288 0.286 -4.905
C: 2.459 -0.001 -4.226
N: 2.529 -0.237 -2.921
Si: 3.334 -0.881 -0.266
C: 4.611 0.491 -0.518
C: 4.106 -2.313 -1.244
C: 3.521 -1.339 1.552
C: -0.514 -3.636 0.867
C: -0.612 -2.892 2.166
C: -1.445 -3.300 3.213
C: -1.499 -2.555 4.374
C: -0.701 -1.427 4.490
C: 0.127 -1.113 3.426
N: 0.167 -1.815 2.296
Si: 0.745 -5.033 1.147
C: 0.352 -6.021 2.705
C: 0.816 -6.278 -0.280
C: 2.468 -4.397 1.466
Si: -2.188 -4.372 0.292
C: -2.336 -4.460 -1.590
C: -2.501 -6.147 0.862
C: -3.696 -3.432 0.895
H: 1.586 -2.766 -2.737
H: 0.234 -3.909 -2.661
H: 1.615 -4.090 -1.571
H: -0.710 0.284 -2.194
H: -0.827 0.601 -4.612
H: 1.293 0.448 -5.974
H: 3.401 -0.054 -4.764
H: 4.775 0.718 -1.571
H: 5.551 0.107 -0.111
H: 4.377 1.402 0.036
H: 4.327 -1.992 -2.261
H: 3.529 -3.229 -1.304
H: 5.050 -2.551 -0.745
H: 3.875 -0.484 2.124
H: 4.269 -2.130 1.644
H: 2.597 -1.694 2.003
H: -2.043 -4.196 3.114
H: -2.156 -2.855 5.182
H: -0.706 -0.810 5.377
H: 0.788 -0.255 3.480
H: -0.585 -6.574 2.666
H: 0.338 -5.381 3.588
H: 1.161 -6.745 2.839
H: 0.481 -7.262 0.054
H: 1.848 -6.383 -0.620
H: 0.223 -5.999 -1.147
H: 2.538 -3.944 2.455
H: 2.798 -3.654 0.748
H: 3.168 -5.237 1.429
H: -1.581 -5.087 -2.061
H: -2.306 -3.482 -2.070
H: -3.312 -4.906 -1.803
H: -1.750 -6.867 0.542
H: -3.458 -6.447 0.423
H: -2.607 -6.220 1.944
H: -3.531 -2.360 0.965
H: -4.008 -3.783 1.880
H: -4.517 -3.637 0.201
C: -3.656 1.045 1.922
C: -2.343 0.500 1.392
O: -2.237 -0.685 1.111
O: -1.414 1.381 1.244
H: -4.171 0.283 2.505
H: -4.276 1.290 1.057
H: -3.505 1.945 2.516

Properties
charge	-1
HOMO-LUMO gap	6.8	eV
2S+1	1
relative energy (zero: lowest compared OMol25 entry of this formula, charge and spin)	0.0	kcal/mol



Computed, not measured: a cluster of 9 separate species, F6H16O8P in total at a distorted geometry, with ωB97M-V with the def2-TZVPD basis set.

Positions of all 31 atoms, in Å:
P: -0.351 -0.138 0.113
F: 0.731 -0.609 1.309
F: -1.528 -1.050 0.794
F: -0.754 1.105 1.070
F: -1.269 0.325 -1.138
F: 0.902 0.735 -0.712
F: -0.026 -1.434 -0.751
O: -0.309 3.688 -1.340
H: -0.339 2.899 -1.881
H: 0.038 3.390 -0.499
O: 2.191 -2.721 -2.312
H: 3.041 -2.951 -2.688
H: 2.384 -2.506 -1.399
O: -3.529 0.267 3.015
H: -4.338 0.552 2.590
H: -2.858 0.352 2.338
O: 2.868 2.935 -1.315
H: 2.878 2.479 -0.473
H: 2.425 3.764 -1.133
O: -2.181 -1.811 -2.890
H: -1.794 -1.340 -2.152
H: -1.859 -2.708 -2.798
O: -0.663 -2.665 2.876
H: -0.510 -2.044 3.588
H: -0.458 -2.174 2.081
O: 1.030 1.271 4.161
H: 0.367 1.681 3.606
H: 0.858 0.332 4.085
O: 1.069 -0.424 -3.084
H: 0.754 0.094 -2.344
H: 1.232 -1.293 -2.717

Properties
charge	-1
HOMO-LUMO gap	9.9	eV
2S+1	1
relative energy (zero: lowest compared OMol25 entry of this formula, charge and spin)	22.0	kcal/mol



Computed, not measured: a cluster of 3 separate species, C2H10O2 in total at a distorted geometry, with ωB97M-V with the def2-TZVPD basis set.

Positions of all 14 atoms, in Å:
C: -1.309 -1.341 -0.210
C: -0.837 -0.057 -0.866
H: -2.179 -1.136 0.424
H: -0.516 -1.754 0.474
H: -1.598 -2.079 -1.090
H: -1.229 0.906 -0.372
H: 0.288 0.043 -0.701
H: -1.173 -0.060 -1.919
O: 1.092 1.770 1.640
H: 0.222 1.988 1.153
H: 0.989 1.754 2.591
O: 2.164 -0.381 -0.229
H: 2.117 -0.128 -1.187
H: 1.968 0.475 0.290

Properties
HOMO-LUMO gap	11.1	eV
2S+1	1
structure (SMILES)	CC.O.O
relative energy (zero: lowest compared OMol25 entry of this formula, charge and spin)	20.2	kcal/mol



Computed, not measured: an isolated molecule of C5H11N at a distorted geometry, with ωB97M-V with the def2-TZVPD basis set.

Positions of all 17 atoms, in Å:
C: 1.466 0.496 -2.044
C: 1.299 0.252 -0.764
C: -0.021 -0.129 -0.177
N: -0.068 -1.546 0.159
C: -0.498 0.701 1.006
C: -1.868 0.347 1.547
H: 2.439 0.827 -2.407
H: 0.615 0.447 -2.716
H: 2.122 0.412 -0.056
H: -0.748 -0.002 -0.960
H: 0.071 -2.108 -0.688
H: 0.698 -1.754 0.818
H: -0.479 1.721 0.653
H: 0.221 0.576 1.809
H: -2.631 0.466 0.761
H: -1.931 -0.701 1.834
H: -2.172 0.942 2.435

Properties
HOMO-LUMO gap	10.3	eV
2S+1	1
structure (SMILES)	C=C[C@@H](N)CC
relative energy (zero: lowest compared OMol25 entry of this formula, charge and spin)	17.6	kcal/mol



Computed, not measured: a cluster of 2 separate species, C7H16Si2 in total at a distorted geometry, with ωB97M-V with the def2-TZVPD basis set.

Positions of all 25 atoms, in Å:
C: 0.284 -2.512 0.352
C: -0.419 -1.558 0.087
C: 2.879 1.296 0.792
C: 3.108 -0.683 -1.304
C: -1.686 0.717 -1.567
C: -1.381 1.178 1.633
C: -3.409 -0.956 0.386
Si: 3.510 -0.486 0.543
Si: -1.632 -0.097 0.196
H: 0.760 -3.422 0.576
H: 1.846 1.332 0.915
H: 3.492 1.839 1.633
H: 3.188 1.948 -0.132
H: 3.314 -1.610 -1.700
H: 2.133 -0.570 -1.519
H: 3.884 0.045 -1.899
H: -0.693 0.536 -2.240
H: -2.399 0.270 -2.205
H: -1.930 1.862 -1.602
H: -0.413 0.875 2.232
H: -1.272 2.161 1.191
H: -2.220 1.179 2.277
H: -3.396 -1.773 -0.228
H: -3.487 -1.463 1.326
H: -4.058 -0.106 0.255

Properties
HOMO-LUMO gap	7.8	eV
2S+1	1
relative energy (zero: lowest compared OMol25 entry of this formula, charge and spin)	61.3	kcal/mol



Computed, not measured: a cluster of 11 separate species, C25H72Br4F3N6O9S in total at a distorted geometry, with ωB97M-V with the def2-TZVPD basis set.

Positions of all 120 atoms, in Å:
C: 11.761 10.752 -8.195
C: 10.691 11.776 -7.769
C: 10.818 13.102 -8.544
O: 9.678 14.004 -8.316
C: 9.752 15.244 -9.045
N: 9.269 11.220 -7.872
H: 8.935 11.418 -8.804
H: 9.165 10.217 -7.816
H: 8.634 11.724 -7.270
H: 12.736 11.234 -8.127
H: 11.726 10.543 -9.265
H: 11.786 9.914 -7.499
H: 10.756 11.987 -6.701
H: 11.009 12.946 -9.605
H: 11.687 13.685 -8.238
H: 8.805 15.653 -8.693
H: 9.567 15.250 -10.119
H: 10.565 15.906 -8.747
C: 10.684 19.429 -12.855
C: 11.716 20.161 -12.024
C: 12.243 19.208 -10.898
O: 12.854 18.113 -11.525
C: 12.572 16.756 -11.057
N: 12.891 20.567 -12.963
H: 13.216 19.808 -13.544
H: 12.453 21.174 -13.641
H: 13.690 20.942 -12.471
H: 11.177 18.842 -13.630
H: 10.000 20.025 -13.458
H: 9.947 18.844 -12.304
H: 11.254 21.096 -11.707
H: 11.567 18.925 -10.090
H: 13.077 19.669 -10.368
H: 13.530 16.237 -11.101
H: 11.812 16.219 -11.625
H: 12.371 16.688 -9.988
C: 13.463 5.819 -5.361
C: 13.755 7.369 -5.633
C: 14.193 7.737 -7.012
O: 14.947 9.047 -6.831
C: 15.246 9.612 -8.095
N: 12.464 8.131 -5.296
H: 11.775 8.099 -6.033
H: 12.097 7.554 -4.552
H: 12.629 9.044 -4.897
H: 12.489 5.548 -5.767
H: 13.380 5.462 -4.335
H: 14.182 5.141 -5.820
H: 14.446 7.717 -4.865
H: 13.429 7.659 -7.785
H: 14.880 6.934 -7.280
H: 15.600 10.639 -8.183
H: 14.468 9.493 -8.849
H: 16.077 9.001 -8.448
C: 4.867 16.964 -11.019
C: 5.584 16.634 -9.712
C: 4.672 16.891 -8.453
O: 5.311 17.122 -7.262
C: 6.009 18.370 -7.181
N: 6.179 15.223 -9.761
H: 6.598 14.851 -8.921
H: 5.392 14.638 -10.001
H: 6.846 15.076 -10.505
H: 5.593 17.059 -11.826
H: 4.341 17.915 -10.939
H: 4.057 16.313 -11.345
H: 6.446 17.301 -9.728
H: 4.017 16.027 -8.337
H: 3.797 17.528 -8.584
H: 6.664 18.299 -6.313
H: 5.413 19.281 -7.133
H: 6.806 18.501 -7.914
C: 11.603 11.253 -12.296
C: 11.734 12.731 -12.756
C: 12.811 12.865 -13.940
O: 12.903 14.176 -14.378
C: 13.559 14.452 -15.716
N: 10.363 13.313 -13.212
H: 10.612 14.184 -13.657
H: 9.973 12.802 -13.991
H: 9.647 13.470 -12.517
H: 11.077 10.612 -13.004
H: 11.110 11.351 -11.329
H: 12.618 10.869 -12.188
H: 12.047 13.397 -11.952
H: 12.405 12.255 -14.746
H: 13.846 12.532 -13.867
H: 13.196 13.926 -16.599
H: 14.603 14.168 -15.589
H: 13.423 15.484 -16.039
C: 9.450 16.049 -5.115
C: 8.525 15.607 -3.986
C: 7.245 16.444 -4.088
O: 6.276 16.160 -3.189
C: 5.180 17.091 -3.179
N: 8.185 14.099 -4.089
H: 8.965 13.458 -4.091
H: 7.744 13.974 -3.189
H: 7.493 13.754 -4.738
H: 9.826 17.049 -4.900
H: 8.943 16.185 -6.071
H: 10.284 15.373 -5.302
H: 8.825 15.843 -2.965
H: 6.731 16.425 -5.048
H: 7.526 17.485 -3.929
H: 5.042 17.587 -4.139
H: 5.306 17.815 -2.373
H: 4.218 16.581 -3.132
C: 12.917 12.367 -2.775
F: 12.519 13.463 -2.030
F: 14.189 12.422 -2.955
F: 12.440 11.294 -2.121
S: 12.070 12.341 -4.488
O: 12.259 11.044 -5.087
O: 10.663 12.589 -4.134
O: 12.644 13.375 -5.249
Br: 9.822 7.768 -7.657
Br: 7.134 11.733 -10.949
Br: 8.487 16.200 -12.480
Br: 6.160 12.320 -6.497

Properties
charge	+1
HOMO-LUMO gap	5.4	eV
2S+1	1



Computed, not measured: a structure of composition C12H18B6F24Li4O9 at a distorted geometry, with ωB97M-V with the def2-TZVPD basis set.

Positions of all 73 atoms, in Å:
Li: -2.066 3.648 0.429
Li: -3.812 -0.047 0.052
Li: 1.368 2.376 -0.246
Li: -1.534 0.439 2.758
B: -0.194 -0.723 4.512
F: 1.146 -1.125 4.575
F: -0.810 -1.351 3.439
F: -0.808 -0.935 5.756
F: -0.240 0.646 4.218
B: -0.614 0.700 0.230
F: -0.150 0.243 1.451
F: -0.949 2.065 0.457
F: 0.350 0.650 -0.759
F: -1.796 0.003 -0.163
B: 0.438 5.448 0.455
F: 0.411 6.387 -0.607
F: 1.012 4.230 0.074
F: 1.163 5.999 1.501
F: -0.911 5.216 0.832
B: -2.487 3.548 3.533
F: -3.142 2.877 4.572
F: -3.389 4.452 2.950
F: -1.379 4.251 4.020
F: -2.069 2.646 2.500
B: 2.898 2.087 1.610
F: 1.575 2.483 1.797
F: 3.489 3.123 0.822
F: 3.583 1.973 2.822
F: 2.951 0.875 0.901
B: -3.976 0.006 3.054
F: -3.233 0.349 1.887
F: -4.408 -1.352 3.053
F: -3.132 0.053 4.163
F: -5.105 0.787 3.226
C: 4.334 1.677 -6.070
C: 4.601 1.324 -4.614
C: 5.350 2.408 -3.828
O: 4.576 2.658 -2.688
C: 3.403 2.040 -2.792
O: 2.483 2.182 -2.077
O: 3.337 1.321 -3.956
H: 4.170 2.739 -6.237
H: 3.425 1.135 -6.343
H: 5.081 1.300 -6.772
H: 5.071 0.345 -4.510
H: 5.628 3.249 -4.471
H: 6.375 2.094 -3.602
C: 0.052 -2.224 0.338
C: 1.088 -1.834 1.362
C: 0.892 -2.524 2.733
O: 1.882 -3.551 2.770
C: 2.789 -3.366 1.804
O: 3.838 -3.933 1.765
O: 2.338 -2.459 0.901
H: 0.025 -1.630 -0.574
H: -0.914 -2.046 0.833
H: -0.075 -3.279 0.088
H: 1.224 -0.766 1.520
H: -0.070 -3.037 2.763
H: 0.982 -1.843 3.576
C: -4.061 -4.206 -3.998
C: -3.989 -4.492 -2.495
C: -2.608 -4.738 -1.954
O: -2.458 -3.763 -0.911
C: -3.592 -3.065 -0.815
O: -3.677 -2.180 -0.023
O: -4.496 -3.427 -1.720
H: -5.083 -4.079 -4.356
H: -3.603 -5.045 -4.524
H: -3.559 -3.298 -4.340
H: -4.646 -5.352 -2.328
H: -1.851 -4.604 -2.731
H: -2.444 -5.757 -1.602

Properties
charge	-2
HOMO-LUMO gap	6.4	eV
2S+1	1
relative energy (zero: lowest compared OMol25 entry of this formula, charge and spin)	33.7	kcal/mol



Computed, not measured: a cluster of 6 separate species, H12O6 in total at a distorted geometry, with ωB97M-V with the def2-TZVPD basis set.

Positions of all 18 atoms, in Å:
O: -2.105 -4.819 2.670
H: -1.255 -4.755 2.240
H: -2.638 -5.503 2.242
O: -2.270 4.300 1.207
H: -1.548 4.269 0.592
H: -2.699 3.483 1.477
O: 8.416 1.941 -12.638
H: 8.548 2.300 -13.521
H: 9.285 1.756 -12.241
O: -1.965 1.310 1.914
H: -2.073 0.432 2.302
H: -2.920 1.499 1.845
O: 1.964 1.179 4.246
H: 2.722 0.636 4.541
H: 2.302 2.035 3.998
O: -4.540 -3.015 3.129
H: -3.979 -3.735 3.438
H: -5.245 -3.314 2.560

Properties
HOMO-LUMO gap	11.6	eV
2S+1	1
structure (SMILES)	O.O.O.O.O.O
relative energy (zero: lowest compared OMol25 entry of this formula, charge and spin)	48.9	kcal/mol